# C24H30N2O3PRu

A structure of composition C24H30N2O3PRu at a distorted geometry (ωB97M-V/def2-TZVPD, the Open Molecules 2025 dataset).

XYZ file:
```
61
C24H30N2O3PRu, DFT ωB97M-V/def2-TZVPD
Ru 1.52686 -0.10498 1.26657
P -1.45401 -0.38450 -0.00588
O 1.28973 -2.59849 -1.77526
O 1.92685 -1.42631 -0.02272
O -0.46233 -0.37394 1.21725
N 1.18217 1.45471 2.62016
N 3.48450 -0.31381 2.08407
C -5.68387 0.07087 1.54241
C -2.16497 -3.50942 -2.61372
C -3.44956 -0.78138 1.78995
C -1.69218 -4.63506 -1.96187
C -0.95596 0.85509 -1.16604
C 2.09884 -1.84082 -1.30412
C -5.32804 0.70611 0.36048
C -4.74633 -0.66543 2.26061
C -1.21727 2.18674 -0.80673
C -0.10521 2.91675 -2.81178
C 3.30003 -1.33341 -2.03148
C 4.21775 2.01824 1.52166
C -2.04261 -2.18962 -2.02880
C -0.91826 -3.14867 -0.16589
C -0.79183 3.21194 -1.63627
C -0.25486 0.56543 -2.33916
C 4.22462 0.90712 2.55862
C 1.76392 2.72194 2.02550
C 0.16843 1.60069 -3.15992
C -1.43051 -2.01061 -0.81488
C -1.06269 -4.47404 -0.75133
C -4.03227 0.60155 -0.12338
C -3.09382 -0.14506 0.59287
C 2.83986 2.40528 0.98828
H -1.80730 -5.61804 -2.39739
H 1.59508 1.26354 3.53172
H 4.68271 2.89415 1.97662
H 0.20621 3.71990 -3.46689
H -2.47847 -1.34803 -2.55689
H 3.46549 -0.27532 -1.82525
H -0.04146 -0.46022 -2.61999
H 4.17414 -1.89703 -1.69589
H 0.18630 1.57606 2.79923
H -3.76662 1.09143 -1.05219
H -0.65232 -5.32736 -0.22620
H -6.70186 0.13845 1.90159
H 2.46229 1.61294 0.30436
H -2.64547 -3.60906 -3.58036
H 2.15746 3.34980 2.82321
H -1.78064 2.41297 0.09227
H 3.17594 -1.50176 -3.09641
H -5.02764 -1.14359 3.18950
H -0.45041 -3.05773 0.80600
H 4.03850 -0.79220 1.37411
H 0.69709 1.38216 -4.07820
H -6.05763 1.29212 -0.18154
H 3.77644 1.22389 3.50002
H 0.94346 3.25440 1.55172
H 2.94124 3.26880 0.33010
H -1.01794 4.23991 -1.38399
H 3.40562 -0.97887 2.85210
H -2.72350 -1.35815 2.35243
H 5.25019 0.62137 2.78679
H 4.85615 1.73853 0.68023
```

As for the LUMO energy (alpha / beta): -9.437 / -12.602 eV. As for the expectation value of S²: 6.03. Its multiplicity is 5. The energy above the lowest of the compared OMol25 structures with the same formula, charge and spin comes out at 4.4 kcal per mole. The largest force on an atom is 0.02239 Eh/bohr. Its charge is +3. The HOMO-LUMO gap (alpha / beta) is 7.852 / 4.685 eV. As for the HOMO energy (alpha / beta): -17.29 / -17.29 eV. The value obtained for the energy is -1703.01899 hartree.